1.
Below is a cluster of 2 separate species, C2H3ClSi in total at a distorted geometry, with properties calculated with the ωB97M-V functional and the def2-TZVPD basis.

CARTESIAN COORDINATES (ANGSTROEM)
Cl 3.49637 1.93743 -0.37602
Si 1.72289 1.10908 0.05066
C -1.30565 -0.30653 -0.27466
C -2.19823 -1.04768 0.09137
H 2.01249 -0.20365 0.82746
H -3.24562 -1.39588 -0.16441
H -0.48225 -0.09277 -0.15440

Forces on atoms 1 to 3 (eV/Å):
1.37 0.15 -0.04
-1.52 -0.31 0.28
-13.93 -5.55 -0.10

HOMO level: -8.78 eV
LUMO level: -0.036 hartree
Relative energy (zero: lowest compared OMol25 entry of this formula, charge and spin): 97.75 kcal per mole



2.
Below is a cluster of 2 separate species, C9H14O in total at a distorted geometry, with properties calculated with the ωB97M-V functional and the def2-TZVPD basis.

CARTESIAN COORDINATES (ANGSTROEM)
O -0.64101 -0.48047 2.81805
C -2.23785 -0.84868 0.96825
C -0.51576 0.53910 -0.62674
C -0.98503 -0.44584 1.47813
C 4.68965 0.95133 -0.84293
C -1.72112 0.25556 -1.10191
C 4.24415 -0.45555 -0.11611
C -2.49921 -0.58629 -0.35786
C -0.14302 0.29856 0.64492
C -2.17530 0.66596 -2.47723
H -3.09386 1.30847 -2.40528
H 4.16000 -1.24963 -0.85627
H -2.55243 -0.17577 -3.06033
H 5.08278 1.59958 -0.09449
H -2.97462 -1.53668 1.55391
H -3.42413 -0.95598 -0.90044
H 0.22485 0.91572 -1.24436
H 5.01163 -0.89514 0.57198
H -1.24833 -1.04518 3.38815
H 3.90768 1.47235 -1.41585
H 0.81003 0.76440 0.98806
H 3.20954 -0.17042 0.29109
H -1.33297 1.04532 -3.13576
H 5.40882 0.52175 -1.63594

Forces on atoms 1 to 3 (eV/Å):
-0.89 -1.30 0.64
-0.25 -2.15 1.17
1.41 0.75 0.25

HOMO level: -8.40 eV
LUMO level: 0.032 hartree
Relative energy (zero: lowest compared OMol25 entry of this formula, charge and spin): 39.60 kcal per mole
SMILES string: Cc1ccc(O)cc1.CC



3.
Below is an isolated molecule of C7H19ClN3OP at a distorted geometry, with properties calculated with the ωB97M-V functional and the def2-TZVPD basis.

CARTESIAN COORDINATES (ANGSTROEM)
Cl -2.87557 0.71252 1.15418
P -2.04120 0.69977 -0.71799
O -2.85850 -0.22184 -1.51190
N -0.36763 -1.17319 0.56736
N 0.50672 0.90470 0.58456
N -0.12274 -0.02964 -0.12124
C -2.00347 2.38151 -1.54885
C 0.87926 -3.26336 0.53920
C -0.38283 -2.41256 0.04919
C 1.47039 2.19356 -1.16676
C 1.75492 1.37391 0.05181
C 2.60161 2.09628 1.14595
C -1.68634 -3.17629 0.52051
H 2.43466 1.35726 1.93436
H -0.91670 -1.21221 1.48600
H 2.29801 3.04762 1.51001
H 0.87377 -4.19407 0.07497
H 0.87063 3.17059 -0.81314
H -0.28740 -2.26196 -1.08018
H -1.71145 -4.11162 0.00182
H 0.72749 -3.30766 1.59423
H 3.58267 2.24758 0.86969
H -1.02507 2.83510 -1.48657
H 1.69059 -2.65288 0.25116
H -2.56388 -2.57248 0.37234
H -2.30481 2.32454 -2.56539
H 0.72997 1.72548 -1.76646
H 2.28330 2.43106 -1.76396
H -1.57956 -3.30641 1.58584
H 2.45692 0.64187 -0.37176
H -2.81312 2.96586 -0.90582
H 0.37934 0.78696 1.52679

Forces on atoms 1 to 3 (eV/Å):
0.04 0.69 0.32
2.04 -0.63 -0.35
0.12 -0.49 -0.38

HOMO level: -7.84 eV
LUMO level: 0.022 hartree
Relative energy (zero: lowest compared OMol25 entry of this formula, charge and spin): 45.47 kcal per mole
SMILES string: CC(C)NN(NC(C)C)[P@@](C)(=O)Cl



4.
Below is a structure of composition C57H67BrN2O3P2SiTeTl at a distorted geometry, with properties calculated with the ωB97M-V functional and the def2-TZVPD basis.

CARTESIAN COORDINATES (ANGSTROEM)
Tl -0.14669 0.18376 -0.42268
Te -1.78959 -2.37234 -3.66802
Br -7.65908 1.00688 0.18834
P 0.66564 -2.99098 0.66621
P 4.07837 -0.24733 0.65920
Si -1.75334 3.71027 -0.76408
O 0.76341 1.17970 -2.67969
O 1.04783 0.58874 3.69213
O 1.75516 0.51927 1.57423
N -3.15203 -0.49710 -0.06611
N -0.58294 -0.63196 -2.98193
C 0.58312 1.33581 -7.60444
C -5.73580 0.73036 -3.64336
C -1.33952 5.57126 -0.99680
C -4.77914 0.75228 -4.56825
C 3.66209 0.68134 4.65667
C -1.30741 -5.18246 0.58707
C 5.73372 0.01408 2.95180
C -5.60840 -0.09217 -2.40807
C 6.82918 -0.43281 -0.53140
C -3.63149 -0.14706 -4.51535
C 1.31920 -4.00028 2.11472
C 1.93132 0.52186 2.83682
C 0.23278 0.66239 -4.91216
C 4.68715 2.78009 -2.02097
C -5.82573 0.46926 0.08537
C -3.45406 -1.04615 -3.54239
C 3.38878 0.43950 3.31559
C -0.45330 2.75084 0.10479
C 7.08534 -3.01438 0.44455
C 4.60450 3.93467 -1.25944
C 5.97715 -2.24638 0.75365
C 5.81260 -0.94285 0.27221
C 4.31619 1.43070 -0.05192
C 0.44879 1.98689 -5.29305
C -4.33033 -6.34911 -5.78686
C 4.21151 2.59718 0.70308
C 0.38513 0.01470 -7.23173
C 7.94392 -1.19941 -0.85572
C -2.11045 3.07642 -2.52274
C -1.06478 -3.67665 0.53524
C -3.77573 -2.69206 -6.56938
C 0.61185 2.32343 -6.62836
C 1.46166 -3.91370 -0.75161
C 8.07245 -2.49584 -0.38424
C -4.31980 -5.11278 -6.41406
C -4.32393 -0.99107 -2.30808
C -3.75884 -3.99059 -5.80510
C 4.36301 3.83838 0.10478
C -3.76751 -6.43627 -4.52173
C -3.38195 3.74866 0.22833
C -4.64806 -2.36392 -1.73700
C 1.94879 -3.07221 3.15571
C -3.19555 -5.32688 -3.90186
C 4.95498 0.61296 5.14202
C 0.12319 0.36598 -3.42024
C -3.85239 -0.55829 0.99303
C 4.43927 0.09573 2.43279
C 5.98735 0.27454 4.28640
C -5.13104 0.74402 -1.19026
C -3.74515 0.02465 -1.25991
C 4.55121 1.53864 -1.42056
C -5.24266 -0.13540 1.11659
C 1.61631 -3.00643 -1.96877
C 0.20870 -0.32041 -5.89530
C -4.91950 -7.56361 -6.45905
C -3.18844 -4.06274 -4.52295
C -2.54504 -5.54286 -2.55472
H -5.15121 -2.96427 -2.49766
H 0.65796 -2.59875 -2.28054
H 2.44601 -4.25455 -0.42922
H 2.26449 -2.16541 -1.72676
H 7.17334 -4.02181 0.83633
H -6.54201 -0.63025 -2.20946
H -5.76925 -0.32750 2.04105
H -5.09249 1.81795 -1.39546
H -3.30606 4.44554 1.06561
H 0.05397 -1.35102 -5.60988
H 2.37632 -3.63416 3.99090
H 0.72782 1.59398 -8.64776
H 5.21207 -2.64658 1.41410
H -0.96179 -5.61233 1.52892
H -1.23626 6.07429 -0.03236
H -4.20766 -8.39185 -6.46074
H -1.49940 -5.83496 -2.69028
H 7.00396 0.21309 4.65832
H 6.77155 0.58574 -0.89415
H 8.71918 -0.77934 -1.48685
H -3.15095 3.21344 -2.82734
H 2.05529 -3.54814 -2.81103
H -1.62974 -3.19299 1.33535
H -1.87194 2.01275 -2.59499
H 0.77333 3.35779 -6.91170
H -3.04817 -6.33189 -1.99085
H -2.55309 -4.62475 -1.97479
H -2.83223 -2.16127 -6.43422
H -4.87122 1.39774 -5.43492
H 2.73828 -2.47430 2.70366
H -3.76284 -7.39702 -4.01051
H 0.86117 -4.78955 -1.00848
H 4.28447 4.73633 0.70790
H 4.60188 0.64240 -2.02420
H 0.49960 -4.55440 2.57573
H -2.37843 -5.38531 0.50491
H -3.93823 -2.86461 -7.63597
H 2.05957 -4.71902 1.75550
H 5.16508 0.82504 6.18422
H -5.29286 -2.28675 -0.85757
H -4.22657 4.06444 -0.38788
H -0.39701 5.69983 -1.53333
H 0.37484 -0.76270 -7.98768
H 0.49955 2.73532 -4.51312
H 2.83427 0.91718 5.31372
H -2.93680 -0.09691 -5.34529
H -1.44102 -3.25298 -0.40184
H -3.61191 2.76306 0.64010
H 3.99456 2.54150 1.76176
H -4.75142 -5.02380 -7.40850
H -5.82028 -7.90204 -5.94013
H 8.93484 -3.09627 -0.64906
H 1.20471 -2.37830 3.54917
H -5.18742 -7.34091 -7.49271
H -3.00156 0.65874 -1.74698
H -1.47937 3.59265 -3.24857
H 4.71334 4.90759 -1.72465
H -0.80708 -5.70449 -0.22801
H -3.36875 -0.95248 1.88298
H 0.56153 2.88482 -0.27033
H -2.11834 6.09139 -1.56115
H -0.47788 2.71565 1.19158
H -6.62821 1.34231 -3.72998
H -4.57153 -2.04184 -6.19976
H 6.55247 -0.27050 2.30667
H 4.83235 2.84024 -3.09230
H -3.73110 -2.87131 -1.44785

Forces on atoms 1 to 3 (eV/Å):
-0.19 0.72 -0.66
-0.22 -0.37 -0.43
0.13 0.01 0.00

⟨S²⟩: 0.777
HOMO level (spin up / spin down): -1.39 / -1.20 eV
LUMO level (spin up / spin down): 0.128 / 0.128 hartree
Total charge: -2
2S+1: 2



5.
Below is a cluster of 8 separate species, C28H74BrN15O11PSSi in total at a distorted geometry, with properties calculated with the ωB97M-V functional and the def2-TZVPD basis.

CARTESIAN COORDINATES (ANGSTROEM)
Br -3.76342 -4.03145 -0.02391
S -3.33434 0.41687 -1.56583
P -2.05670 -2.99547 -1.03499
Si 3.99207 1.55496 0.09308
O -1.51074 -6.77458 -1.16109
O -0.17400 -1.30435 -0.26294
O 2.18876 10.04301 1.82621
O 2.81717 1.29210 -1.07944
O 0.09359 0.90793 -4.61463
O -3.31527 0.89607 1.16150
O -0.91359 -4.13303 -1.18334
O 2.43394 -3.74707 -5.28527
O 3.81295 5.46093 2.50114
O 3.23339 1.03971 -6.94851
O -5.70108 -5.36974 -4.95035
N 2.78973 6.91667 1.08194
N 2.58590 11.77352 3.23079
N 0.58155 3.08188 -4.21251
N 1.41810 -4.15681 -3.29348
N -4.70480 -4.47832 -3.12178
N -1.21755 -8.89855 -0.44917
N -2.33080 -8.46649 -2.42207
N 3.73160 -1.04658 -6.19628
N 2.46192 -0.76228 -8.09352
N 0.98628 -2.21672 -4.47337
N 3.60106 7.64714 3.09057
N -2.01970 0.34837 0.97006
N -0.94319 2.49896 -5.84839
N 0.42689 11.08278 2.79874
N -5.39609 -3.12412 -4.86499
C 5.39451 2.55809 -0.62165
C -5.29660 -4.39033 -4.35485
C 4.70687 -0.07275 0.69579
C -4.38588 0.68499 3.40216
C -2.25013 -3.22580 4.55334
C -1.81449 0.55237 -0.57130
C -1.67904 -7.97885 -1.33566
C 3.23081 2.48867 1.53963
C -0.08410 2.08949 -4.87425
C -0.62728 -0.28490 -1.14025
C 0.87824 -4.25895 2.83705
C 3.15489 -0.17175 -7.06818
C -2.61295 -2.78935 3.13369
C -0.78495 -3.63474 4.73677
C 3.42766 6.59523 2.24760
C -1.86581 -1.52431 2.72727
C -1.21580 -2.02008 0.34879
C 0.60619 0.56958 -1.52872
C -0.88879 1.17637 1.54669
C -0.28021 -4.71205 3.74893
C -3.65811 1.55193 2.38718
C -0.27999 0.99926 2.93180
C 1.85964 0.29871 -0.70647
C -0.07152 1.41643 5.38602
C -1.00913 1.49000 4.18113
C -2.09943 -1.14048 1.26460
C 1.75907 10.91313 2.57552
C 1.65829 -3.40162 -4.40781
H 1.90184 -5.03111 -3.21270
H -5.05494 -2.30848 -4.39428
H 0.36320 -1.89288 -3.75931
H 3.57146 11.68129 3.06782
H -2.47497 -9.44504 -2.58544
H 3.02434 1.78859 2.35370
H 4.23595 -0.65834 -5.42204
H 0.76742 -3.89060 -2.57713
H -1.28467 2.53915 4.02384
H 2.38861 -1.75608 -8.20639
H 0.08845 -0.01347 3.09497
H -3.80569 -0.15487 3.77248
H -4.36190 -3.69368 -2.60063
H 2.25918 12.49670 3.84306
H -5.82234 -3.02767 -5.76754
H -1.42521 1.78695 -6.36447
H -4.61126 -5.39630 -2.73034
H -2.08259 -0.72055 3.42644
H 1.67403 0.36056 0.37348
H 0.05288 11.79248 3.39943
H -2.66743 -7.80748 -3.09990
H -1.09666 -5.11331 3.14621
H -0.14765 -2.75029 4.64058
H 2.26347 -0.69145 -0.92325
H -1.31841 -5.01963 -1.30207
H 4.06864 7.48320 3.96134
H -0.60344 1.56970 6.32209
H -0.80022 -1.72604 2.84959
H 5.84904 3.08617 0.22183
H -0.63651 -3.99372 5.75480
H -5.33274 0.35275 2.98002
H -4.37953 2.30189 2.05291
H -0.73584 -2.76585 0.98525
H 0.38138 1.63579 -1.45291
H 0.63248 1.60071 2.87316
H -2.45997 -2.40012 5.24212
H -2.85206 2.14366 2.81615
H 0.77269 -4.63170 1.81659
H 0.47818 4.05440 -4.43132
H -3.85811 -0.70131 -1.04531
H -1.20838 2.21528 1.43212
H 6.16756 1.92364 -1.05465
H 1.83380 -4.62577 3.21006
H -0.06939 1.07301 0.84267
H -1.33647 -9.88671 -0.56797
H 2.65570 6.18592 0.41032
H 2.02699 -0.15598 -8.76233
H -0.99246 -0.70485 -2.07730
H 1.14903 -1.62446 -5.26870
H -0.20210 10.46571 2.32056
H 5.07989 3.31658 -1.33830
H 2.48314 7.85216 0.87433
H -3.69120 -2.65597 3.02601
H 0.09098 -5.55348 4.33473
H -4.61987 1.31848 4.26042
H 2.26538 2.90420 1.22868
H 5.62124 0.13646 1.25203
H 0.73145 2.14809 5.29716
H 1.27107 2.80435 -3.53720
H -0.72788 -8.55900 0.35736
H -1.08438 3.46016 -6.09396
H 0.40199 0.43129 5.42144
H -1.93636 0.95657 4.39344
H -2.89192 -4.06126 4.83986
H 4.01836 -0.56233 1.39221
H 3.64156 -2.04686 -6.26886
H 4.89243 -0.77008 -0.12148
H 3.28223 8.56570 2.83543
H 3.86441 3.30635 1.86877
H -2.30997 -3.59032 2.45551
H -3.14020 -1.38541 1.03847
H -1.57829 1.60776 -0.66311
H 0.96139 -3.16985 2.78683
H 0.84357 0.36297 -2.57038

Forces on atoms 1 to 3 (eV/Å):
0.14 0.03 0.52
-0.02 0.18 0.09
0.12 0.29 -0.71

HOMO level: -10.71 eV
LUMO level: -0.069 hartree
Total charge: +1



6.
Below is a structure of composition C4H12N2 at a distorted geometry, with properties calculated with the ωB97M-V functional and the def2-TZVPD basis.

CARTESIAN COORDINATES (ANGSTROEM)
N -0.38928 -3.15374 1.10774
N 0.17936 -0.85744 0.80731
C -0.40294 1.72494 -0.27822
C 1.11352 1.85596 -0.14329
C -0.98919 0.97902 -1.53836
C 0.37005 -2.15759 0.47136
H -0.75821 1.00156 0.45617
H -0.42911 1.11797 -2.50399
H 1.47144 2.53586 -0.94252
H 1.35772 2.30085 0.85733
H 0.87274 -1.41412 1.54874
H -1.36417 -2.85050 1.26275
H 0.09657 -3.15584 2.08048
H -0.92203 -0.07845 -1.24526
H 1.17107 -2.62215 -0.13948
H 1.51109 0.83925 -0.18648
H -2.05066 1.26928 -1.66094
H -0.83796 2.66514 0.04668

Forces on atoms 1 to 3 (eV/Å):
0.26 -1.32 2.11
1.93 -3.59 -0.80
-0.50 -0.92 0.24

HOMO level: -8.64 eV
LUMO level: -0.001 hartree
Relative energy (zero: lowest compared OMol25 entry of this formula, charge and spin): 111.50 kcal per mole



Number 1: electronic energy -22517.6062 eV. Number 2: electronic energy -11605.9196 eV. Number 3: electronic energy -35893.6597 eV. Number 4: electronic energy -177802.6545 eV. Number 5: electronic energy -173157.0723 eV. Number 6: electronic energy -7318.1937 eV.